A molecular structure, C23H38Cl2N3O4Ti in a non-equilibrium geometry, computed with ωB97M-V/def2-TZVPD.

calculated total energy	-85290.007	eV
expectation value of S²	2.029
charge	-1
multiplicity	3

Element x y z (Å)
O  -0.756  -2.996  -0.206
C  -1.462  -3.396  -1.193
C  -1.877  -4.797  -1.148
C  -1.227  -5.718  -0.289
H  -0.363  -5.401  0.299
C  -1.692  -7.021  -0.189
H  -1.178  -7.736  0.449
C  -2.816  -7.445  -0.909
H  -3.178  -8.480  -0.824
C  -3.473  -6.519  -1.733
H  -4.328  -6.847  -2.305
C  -3.028  -5.211  -1.841
H  -3.545  -4.486  -2.467
H  -1.947  -2.650  -1.868
C  0.467  -2.098  -2.987
C  -0.364  -1.186  -2.201
H  1.258  -1.551  -3.535
H  -0.167  -2.624  -3.731
H  0.993  -2.848  -2.374
C  -0.723  0.075  -2.388
C  -0.149  1.071  -3.383
H  -1.473  0.556  -1.744
H  -0.174  0.675  -4.408
H  0.899  1.330  -3.173
H  -0.733  1.991  -3.316
Ti  -0.081  -1.415  0.458
Cl  1.963  -2.484  0.606
Cl  -2.289  -0.666  0.164
C  2.218  0.553  -0.206
O  0.984  0.339  0.063
N  2.802  1.734  -0.048
C  2.109  2.925  0.444
C  4.245  1.865  -0.245
H  2.835  -0.264  -0.585
H  1.024  2.836  0.330
H  2.478  3.788  -0.122
H  2.357  3.106  1.500
H  4.625  0.987  -0.779
H  4.776  1.943  0.717
H  4.467  2.771  -0.823
H  -3.229  5.294  0.291
H  -5.235  3.923  1.444
C  -3.056  4.375  -0.288
C  -4.920  3.104  0.777
N  -3.501  3.207  0.460
H  -1.996  4.266  -0.513
C  -2.619  2.373  1.011
O  -1.377  2.492  0.893
H  -5.091  2.150  1.274
H  -3.074  1.540  1.572
H  -3.632  4.446  -1.220
H  -5.521  3.155  -0.141
O  -0.295  -1.021  2.253
C  -0.094  -0.132  3.157
C  0.205  -0.616  4.515
C  1.672  -0.362  4.834
C  1.889  1.065  5.332
C  1.633  2.143  4.283
C  0.187  2.216  3.792
N  -0.151  1.150  2.853
H  -0.461  -0.078  5.195
H  -0.013  -1.691  4.534
H  1.990  -1.075  5.606
H  2.301  -0.545  3.946
H  1.239  1.242  6.200
H  2.928  1.161  5.676
H  1.865  3.121  4.726
H  2.316  2.029  3.430
H  -0.509  2.180  4.647
H  0.019  3.156  3.253
H  -0.598  1.478  1.957